# C16H27Cl6Mg3O10

A molecular structure, C16H27Cl6Mg3O10 at a distorted geometry (wB97M-V/def2-TZVPD, the OMol25 dataset).

Structure (ORCA input):
```
! RIJCOSX wB97M-V def2-TZVPD def2/J DEFGRID3
* xyz 1 1
Mg -2.325 0.059 0.072
Mg 0.342 -1.993 -1.667
Mg 0.103 1.623 -2.405
C 1.183 0.158 1.582
C 0.625 0.201 0.202
O -0.148 -0.774 -0.159
O 0.818 1.169 -0.551
H 0.413 -0.161 2.280
H 1.590 1.132 1.843
H 2.004 -0.567 1.581
C -3.656 1.426 3.404
C -3.156 0.899 2.109
O -2.221 0.024 2.046
O -3.608 1.353 1.016
H -4.705 1.140 3.493
H -3.592 2.512 3.421
H -3.124 0.999 4.250
C -3.707 -3.427 -2.095
C -2.667 -2.522 -1.513
O -3.031 -1.551 -0.812
O -1.451 -2.718 -1.825
H -3.334 -4.446 -2.127
H -3.953 -3.065 -3.091
H -4.587 -3.376 -1.459
C 1.830 -0.893 -4.903
C 1.137 -0.013 -3.910
O 0.316 -0.501 -3.022
O 1.264 1.224 -3.950
H 2.755 -1.273 -4.461
H 2.102 -0.303 -5.772
H 1.187 -1.715 -5.211
C -3.743 2.462 -2.270
C -2.316 2.085 -2.309
O -1.481 2.636 -3.075
O -1.834 1.255 -1.451
H -3.950 3.264 -2.967
H -3.960 2.785 -1.249
H -4.348 1.570 -2.436
Cl 4.026 1.646 -1.758
C 4.423 0.625 -0.351
C 5.681 1.073 0.326
Cl 7.117 0.533 -0.590
H 4.482 -0.417 -0.654
H 3.570 0.740 0.318
H 5.772 0.646 1.323
H 5.717 2.155 0.427
Cl -0.114 -3.700 0.925
C 1.014 -4.835 1.711
C 2.389 -4.764 1.099
Cl 3.230 -3.269 1.553
H 0.608 -5.839 1.622
H 1.068 -4.551 2.758
H 2.367 -4.812 0.012
H 2.983 -5.615 1.429
Cl -0.077 4.105 5.535
C -0.171 3.220 3.986
C -0.058 4.211 2.850
Cl -0.650 3.410 1.334
H -1.101 2.664 3.936
H 0.665 2.526 3.989
H 0.965 4.484 2.616
H -0.678 5.088 2.995
*
```

HOMO   -12.7 eV
Relative energy (zero: lowest compared OMol25 entry of this formula, charge and spin)   0.0 kJ/mol
LUMO energy   -4.5 eV

Atom charges from the natural (NBO) analysis, given in e for atoms 1 to 2: 1.801 1.844